[1]
Density functional theory data (the ωB97M-V functional and the def2-TZVPD basis) for a cluster of 2 separate species, C5H11NO4 in total.

Results
- energy above the lowest of the compared OMol25 structures with the same formula, charge and spin (kJ/mol) = 649.7
- Kohn-Sham gap (eV) = 9.881
- SMILES = C=[N+]([O-])O.CC(C)(O)C=O
- DFT total energy (eV) = -15037.8671

Structure (ORCA input):
```
! RIJCOSX wB97M-V def2-TZVPD def2/J DEFGRID3
* xyz 0 1
O 3.11470 -0.12198 -1.00982
O -2.67950 0.66316 0.60942
O 2.48315 -1.34258 0.80435
O -0.33053 2.22963 0.58710
N 2.54745 -0.25460 0.31666
C -0.38364 1.18002 -0.07547
C 2.07946 0.81669 0.72691
C -1.84003 -0.35213 -1.43099
C -0.86986 -1.07201 0.79583
C -1.47608 0.10929 -0.01583
H 0.07986 -1.59281 0.40384
H 2.33685 1.78232 0.38043
H -1.35441 -1.94048 0.96485
H 1.37685 0.75439 1.55702
H 3.38050 -0.99070 -1.30473
H -2.85922 -0.64965 -1.52924
H -2.38926 1.22247 1.26939
H -1.69786 0.41899 -2.21240
H 0.17358 1.17060 -1.04527
H -1.31312 -1.23507 -1.53767
H -0.37889 -0.79557 1.74564
*
```

[2]
Density functional theory data (the ωB97M-V functional and the def2-TZVPD basis) for the molecule C5H11NO5P2.

Results
- Kohn-Sham gap (eV) = 7.286
- SMILES = CC(C)=N[C@@](OC=O)([PH2]=O)P(O)O
- DFT total energy (eV) = -35665.9126

Structure (ORCA input):
```
! RIJCOSX wB97M-V def2-TZVPD def2/J DEFGRID3
* xyz 0 1
P -1.82678 -0.69457 0.61036
P -0.60841 -0.66270 -2.18757
O -1.41208 -1.90520 -2.14884
O -2.02787 0.32808 1.91143
O -3.30279 -0.80366 -0.10927
O -1.43022 1.52490 -0.91285
O -0.35160 3.46413 -0.91569
N 0.56775 0.68902 0.00980
C 2.64383 -0.58575 -0.32310
C 1.34214 -0.79465 1.85216
C 1.40692 -0.16840 0.45863
C -0.86683 2.63050 -0.31161
C -0.68689 0.28264 -0.56602
H 3.41162 0.15967 -0.03985
H 1.24811 -0.00905 2.61144
H -1.26422 0.91863 2.01132
H 0.71110 -0.95799 -2.60145
H 3.03579 -1.54978 0.00717
H 2.51518 -0.48901 -1.40005
H -0.96303 2.75670 0.78154
H -3.77647 -1.45508 0.42762
H 2.28357 -1.31138 2.08088
H -1.19351 0.17478 -3.17628
H 0.54468 -1.54186 1.93022
*
```

[3]
Density functional theory data (the ωB97M-V functional and the def2-TZVPD basis) for a cluster of 2 separate species, C5H11NOS in total.

Results
- energy above the lowest of the compared OMol25 structures with the same formula, charge and spin (kJ/mol) = 887.4
- Kohn-Sham gap (eV) = 5.321
- DFT total energy (eV) = -19727.8982

Structure (ORCA input):
```
! RIJCOSX wB97M-V def2-TZVPD def2/J DEFGRID3
* xyz 0 1
S 2.26070 -0.73851 0.44702
O -2.65655 0.64547 0.01004
N -0.54220 -0.96815 -0.63561
C -0.30839 0.36161 1.44490
C -2.07959 -0.50366 -0.02625
C 2.09508 0.16773 -1.15072
C -0.86179 -0.85778 0.79199
C 1.14417 0.02192 1.60910
H 1.74836 0.33353 2.48165
H 0.40605 -1.37383 -0.76553
H -0.72266 1.49246 -1.70469
H 1.40684 -0.32817 -1.90086
H -1.27292 1.85335 -1.99980
H 1.67162 1.13628 -0.92516
H -0.63847 1.19740 0.77741
H -0.99665 -1.73897 1.39663
H -1.06742 0.40990 2.29050
H -2.63963 -1.37232 -0.57130
H 3.05346 0.26174 -1.56930
*
```

[4]
Density functional theory data (the ωB97M-V functional and the def2-TZVPD basis) for the molecule C5H11NOS.

Results
- energy above the lowest of the compared OMol25 structures with the same formula, charge and spin (kJ/mol) = 341.7
- Kohn-Sham gap (eV) = 9.832
- SMILES = C[C@@H]1[C@@H](O)[C@@]1(S)CN
- DFT total energy (eV) = -19733.5545

Structure (ORCA input):
```
! RIJCOSX wB97M-V def2-TZVPD def2/J DEFGRID3
* xyz 0 1
S 2.38526 -0.70311 0.68227
O -1.49199 0.23833 1.73050
N -1.32307 -1.61455 -0.71073
C 0.53627 -0.34625 0.29077
C -0.11389 0.89812 -0.31212
C 0.66849 2.15518 -0.68553
C 0.03262 -1.73756 -0.04468
C -0.18203 0.60120 1.16216
H 2.49576 -1.40728 -0.65582
H 1.03789 2.02801 -1.68827
H 1.56046 2.14318 -0.05015
H -0.99517 0.75896 -1.05302
H 0.06125 -2.29462 0.85647
H -1.82651 -1.20189 0.11522
H 0.07526 3.02594 -0.68338
H 0.47912 1.22178 1.72080
H -2.13444 0.83413 1.19208
H -1.85006 -2.43850 -1.04120
H 0.58477 -2.16105 -0.82536
*
```

[5]
Density functional theory data (the ωB97M-V functional and the def2-TZVPD basis) for the molecule C5H11NOS.

Results
- energy above the lowest of the compared OMol25 structures with the same formula, charge and spin (kJ/mol) = 536.8
- Kohn-Sham gap (eV) = 8.607
- SMILES = C=[S@]1(=O)CCN(C)C1
- DFT total energy (eV) = -19731.5315

Structure (ORCA input):
```
! RIJCOSX wB97M-V def2-TZVPD def2/J DEFGRID3
* xyz 0 1
S 0.12360 -0.10352 -1.71175
O -0.39529 -1.06425 -2.65780
N 0.30009 0.07275 0.93514
C 0.88164 -0.85409 0.01872
C -1.09844 0.24364 0.64756
C -1.21891 0.68228 -0.81335
C 1.02356 1.16072 -2.29350
C 0.45070 -0.43291 2.32430
H 1.95315 -0.90315 -0.14521
H 1.50248 -0.51164 2.56531
H 0.47342 -1.87699 0.20566
H -2.20552 0.34330 -1.02991
H -0.29271 0.26472 2.92087
H -1.20830 1.76617 -0.85398
H -1.73032 0.98381 1.16585
H 1.76421 0.73851 -2.96339
H 0.03962 -1.55955 2.50086
H 1.22855 1.89742 -1.58195
H -1.59152 -0.84723 0.76660
*
```

[6]
Density functional theory data (the ωB97M-V functional and the def2-TZVPD basis) for the molecule C5H11NOS.

Results
- energy above the lowest of the compared OMol25 structures with the same formula, charge and spin (kJ/mol) = 278.8
- Kohn-Sham gap (eV) = 9.359
- SMILES = C/C=N/[C@@H](S)[C@H](C)O
- DFT total energy (eV) = -19734.2059

Structure (ORCA input):
```
! RIJCOSX wB97M-V def2-TZVPD def2/J DEFGRID3
* xyz 0 1
S -1.82996 -1.75171 -0.55158
O -0.51130 0.74172 -1.87173
N 0.17898 -0.21382 0.79363
C -0.48605 1.17474 2.58408
C -0.70815 0.04542 1.58808
C 0.19902 -0.36842 -1.68008
C 1.69691 -0.17699 -1.61664
C -0.07351 -1.13821 -0.20088
H -1.71916 -0.39647 1.60232
H -1.33010 1.38631 3.18353
H 2.20283 0.04261 -2.62112
H 0.54187 -2.00308 -0.07060
H -0.27133 2.03153 2.05250
H -0.25156 1.46465 -1.35131
H 1.87854 0.61692 -0.78747
H 2.34928 -1.04457 -1.30958
H -0.11566 -1.00032 -2.46783
H -2.15844 -0.37085 -0.45545
H 0.40780 0.96056 3.18012
*
```

[7]
Density functional theory data (the ωB97M-V functional and the def2-TZVPD basis) for the molecule C5H11NOS3.

Results
- energy above the lowest of the compared OMol25 structures with the same formula, charge and spin (kJ/mol) = 263.4
- Kohn-Sham gap (eV) = 7.535
- DFT total energy (eV) = -41404.4551

Structure (ORCA input):
```
! RIJCOSX wB97M-V def2-TZVPD def2/J DEFGRID3
* xyz 0 1
S -2.19542 0.85190 0.05826
S 1.16635 -0.55874 2.07612
S -0.03176 1.38491 0.26327
O 2.44945 -1.35604 -0.18051
N 2.15434 0.28115 -1.70870
C -2.17330 -0.61723 -1.15590
C -0.23393 2.15936 1.96742
C 1.15657 0.32211 0.53198
C -1.28945 -1.66491 -0.61819
C 1.92486 -0.30101 -0.48668
H 0.81438 2.51439 2.22595
H 1.84518 1.17357 -1.82870
H -0.28472 -1.66581 -0.92520
H 1.94839 -1.52914 1.57173
H -0.93174 3.05105 1.92413
H -1.95625 -0.08088 -2.19057
H -0.70555 1.47621 2.60980
H 2.60219 -0.21909 -2.41721
H -1.60461 -2.69034 -0.96573
H -1.34778 -1.56171 0.48165
H -3.30721 -0.96974 -1.23294
*
```

[8]
Density functional theory data (the ωB97M-V functional and the def2-TZVPD basis) for the molecule C5H11NS.

Results
- energy above the lowest of the compared OMol25 structures with the same formula, charge and spin (kJ/mol) = 91.1
- Kohn-Sham gap (eV) = 8.579
- SMILES = CC[C@H](C=S)NC
- DFT total energy (eV) = -17687.5187

Structure (ORCA input):
```
! RIJCOSX wB97M-V def2-TZVPD def2/J DEFGRID3
* xyz 0 1
S 1.44671 2.22026 -0.32276
N 1.09455 -0.79465 -0.62076
C -1.20467 -0.10930 -0.63929
C 0.05505 -0.12444 0.16199
C 0.37360 1.33649 0.51833
C 2.23182 -1.19816 0.17830
C -2.36839 0.52151 0.03199
H -2.57167 0.17296 1.05665
H 2.54565 -0.43314 0.88861
H -1.04183 0.30027 -1.65576
H -2.09091 1.63009 0.22236
H -1.45163 -1.15339 -0.84564
H -3.26131 0.43668 -0.55225
H 1.96880 -2.05093 0.82686
H 1.49731 -0.18433 -1.35375
H -0.12544 1.71376 1.40527
H 3.05139 -1.57122 -0.43843
H -0.14903 -0.71243 1.13827
*
```

[9]
Density functional theory data (the ωB97M-V functional and the def2-TZVPD basis) for the molecule C5H11NS.

Results
- energy above the lowest of the compared OMol25 structures with the same formula, charge and spin (kJ/mol) = 177.7
- Kohn-Sham gap (alpha / beta) (eV) = 5.898 / 7.172
- DFT total energy (eV) = -17682.5661

Structure (ORCA input):
```
! RIJCOSX wB97M-V def2-TZVPD def2/J DEFGRID3
* xyz 0 3
S -1.82033 -0.30567 -1.42457
N 1.36046 -1.84288 0.71152
C -1.44668 -0.54936 1.24479
C 1.11980 1.20618 -1.02598
C 0.12478 0.94412 0.14248
C 0.38043 -1.79795 -0.03732
C -0.67966 -0.27447 0.02574
H -0.70104 -0.92987 1.96469
H -1.87729 0.34462 1.72619
H 1.64352 2.13137 -0.77575
H -0.57569 1.79768 0.39339
H -2.72474 -1.15557 -0.90060
H 2.08246 -2.52020 0.91937
H 0.83238 0.56956 0.90923
H 1.73736 0.27914 -1.27427
H -0.18837 -2.51674 -0.63358
H -2.14598 -1.33203 0.94600
H 0.47033 1.40178 -1.79433
*
```

[10]
Density functional theory data (the ωB97M-V functional and the def2-TZVPD basis) for a cluster of 2 separate species, C5H11NSi in total.

Results
- energy above the lowest of the compared OMol25 structures with the same formula, charge and spin (kJ/mol) = 277.0
- Kohn-Sham gap (eV) = 8.908
- DFT total energy (eV) = -14728.8650

Structure (ORCA input):
```
! RIJCOSX wB97M-V def2-TZVPD def2/J DEFGRID3
* xyz 0 1
Si 0.72824 -0.09426 0.26714
N -2.06586 -1.87445 -0.97958
C -2.25999 1.56950 0.07982
C -1.99919 -0.96830 -0.28883
C 1.27612 -0.18189 -1.56156
C -1.84089 0.12057 0.58488
C 1.18028 -1.69874 1.05437
H 0.48440 -0.15161 -2.31479
H 0.24367 -2.23599 1.42635
H 1.78235 -1.51075 1.96546
H 1.90579 -2.35795 0.47192
H 1.76498 -1.17203 -1.66585
H -1.99734 -0.15651 1.57365
H -3.29137 1.39038 -0.08096
H 1.11074 1.12618 1.01575
H 1.99618 0.67191 -1.97118
H -2.10209 2.43150 0.71632
H -1.93903 1.71191 -0.98998
*
```

[11]
Density functional theory data (the ωB97M-V functional and the def2-TZVPD basis) for a cluster of 2 separate species, C5H11O2 in total.

Results
- energy above the lowest of the compared OMol25 structures with the same formula, charge and spin (kJ/mol) = 37.3
- Kohn-Sham gap (eV) = 7.315
- DFT total energy (eV) = -9459.6430

Structure (ORCA input):
```
! RIJCOSX wB97M-V def2-TZVPD def2/J DEFGRID3
* xyz -1 1
O -2.06444 -2.70768 -0.18745
O -1.69437 -2.65864 2.04155
C -1.75109 -0.58563 0.85584
C 0.90359 1.08034 -1.51138
C 2.43181 1.08397 -1.49579
C -1.83588 -2.15636 0.91038
C -0.61046 -0.03368 1.72478
H -0.52182 -0.63536 2.62298
H 0.48059 0.24395 -0.97089
H 0.43019 1.97706 -1.13662
H -2.72649 -0.16670 1.11653
H 2.81063 0.28901 -0.84827
H -1.60640 -0.30983 -0.18570
H -0.80365 0.98800 2.05867
H 2.83571 0.82484 -2.47299
H 0.53684 0.86924 -2.51480
H 2.87997 2.01116 -1.14622
H 0.30526 -0.11369 1.13938
*
```

[12]
Density functional theory data (the ωB97M-V functional and the def2-TZVPD basis) for a cluster of 2 separate species, C5H11O2 in total.

Results
- energy above the lowest of the compared OMol25 structures with the same formula, charge and spin (kJ/mol) = 31.6
- Kohn-Sham gap (eV) = 7.214
- DFT total energy (eV) = -9459.7013

Structure (ORCA input):
```
! RIJCOSX wB97M-V def2-TZVPD def2/J DEFGRID3
* xyz -1 1
O -1.92492 1.09144 -1.89522
O 0.30043 0.97217 -2.17979
C 1.00603 -0.81312 2.11392
C -0.97813 -1.06338 -2.00739
C -0.83353 0.47903 -2.02507
C 1.07769 -0.87529 3.63088
C 0.90975 0.61628 1.56721
H 1.22053 0.67185 0.53031
H -0.54149 -1.47322 -1.09080
H 0.15807 -0.51711 4.11314
H 1.22854 -1.91350 3.92882
H -0.52932 -1.46319 -2.91901
H 1.33510 1.38667 2.21722
H 1.87653 -0.24404 4.00846
H 0.18104 -1.41988 1.75685
H 1.94632 -1.22993 1.73368
H -2.01930 -1.35872 -1.89000
H -0.13120 0.93694 1.54262
*
```